1.
70
Properties=species:S:1:pos:R:3:forces:R:3 method="wB97M-V/def2-TZVPD" lumo_energy_ev="-3.102 / -4.988" orbital_gap_ha="0.26559 / 0.20099" e_homo_ha="-0.380 / -0.384" multiplicity=2 total_charge=+1 s2=0.77
Ir 0.1322 -0.0749 0.0457 -1.3 0.4 0.2
O -1.7094 -1.2955 -3.5008 -0.1 0.0 -0.1
C -1.0151 -1.0965 -2.5308 -0.2 0.2 0.0
N -1.2644 -0.2510 -1.4677 1.1 -0.8 -0.2
C -2.3720 0.5294 -1.3976 -0.4 0.3 -0.1
C -3.4071 0.6031 -2.3624 0.1 -0.2 -0.1
C -4.4567 1.4481 -2.1572 -0.1 0.2 0.3
C -4.5301 2.2526 -0.9911 -0.1 -0.2 -0.3
C -3.5543 2.1991 -0.0432 0.2 0.0 0.2
C -2.4486 1.3277 -0.2254 -0.4 0.1 -0.2
N -1.4130 1.1631 0.6293 1.1 0.0 0.8
C -1.3296 1.8281 1.8405 -0.3 0.0 -0.2
O -2.1586 2.5426 2.3523 -0.1 0.0 0.0
C -0.0389 1.5654 2.5120 0.1 0.1 0.2
C 0.2178 2.0744 3.7686 0.1 0.1 0.1
C 1.4638 1.8618 4.3311 0.0 0.0 0.0
C 2.4158 1.1684 3.5973 0.0 0.1 0.0
C 2.0786 0.6951 2.3445 -0.1 0.2 0.0
N 0.8576 0.8698 1.8241 1.3 -1.3 0.1
C 0.2829 -1.7925 -2.3773 0.1 -0.1 0.0
C 0.7110 -2.6830 -3.3407 0.1 -0.1 -0.1
C 1.9284 -3.3189 -3.1680 0.0 0.0 -0.1
C 2.6854 -3.0144 -2.0489 0.0 0.0 0.0
C 2.1960 -2.0951 -1.1416 -0.1 0.0 -0.3
N 1.0010 -1.5081 -1.2914 1.2 -0.1 1.1
H -3.3579 -0.0084 -3.2453 0.0 0.0 0.0
H -5.2420 1.5045 -2.8991 0.0 0.0 0.0
H -5.3718 2.9167 -0.8480 0.0 0.0 0.0
H -3.6119 2.8044 0.8436 0.0 0.0 0.0
H -0.5597 2.6379 4.2641 0.0 0.0 0.0
H 1.6965 2.2430 5.3164 0.0 0.0 0.0
H 3.4123 1.0016 3.9826 0.0 0.0 0.0
H 2.8015 0.1919 1.7225 0.0 0.1 -0.1
H 0.0752 -2.8571 -4.1968 0.0 0.0 0.0
H 2.2845 -4.0351 -3.8970 0.0 0.0 0.0
H 3.6504 -3.4727 -1.8818 0.0 0.1 0.0
H 2.7793 -1.8032 -0.2883 0.1 0.1 -0.1
C 1.9829 -2.5054 2.1025 -0.1 -0.2 0.1
C 0.5010 -2.4143 2.1582 0.0 0.0 -0.1
N -0.3049 -1.6649 1.4243 -1.4 0.2 -0.4
C -1.6058 -1.9528 1.8169 0.1 0.1 -0.1
C -1.5775 -2.8823 2.7943 0.1 -0.1 0.1
N -0.2433 -3.1608 2.9974 -0.1 0.0 0.0
H 2.3715 -1.7020 1.4953 0.0 0.0 0.1
H 2.2924 -3.4556 1.6642 0.0 0.0 0.0
H 2.4147 -2.4393 3.1014 0.0 0.0 0.0
H -2.4545 -1.4710 1.3626 0.0 0.0 0.0
H -2.3603 -3.3699 3.3473 0.0 0.0 0.0
H 0.1222 -3.8111 3.6734 0.0 0.0 0.0
C 6.3092 1.4968 0.3821 0.0 0.0 -0.1
C 5.7710 0.8192 -0.8497 0.2 -0.1 0.2
C 6.3750 -0.3121 -1.3807 0.0 0.0 0.1
C 5.8728 -0.9086 -2.5270 0.1 -0.1 0.0
Cl 6.6383 -2.3423 -3.1675 -0.1 0.1 0.1
C 4.7723 -0.3791 -3.1632 -0.2 0.0 -0.1
C 4.1461 0.7425 -2.6326 0.0 0.0 -0.1
C 4.6403 1.3374 -1.4835 -0.1 0.2 -0.1
O 4.1277 2.4703 -0.9112 -0.2 0.0 0.0
C 2.8608 2.9773 -1.3174 0.3 -0.3 0.1
C 1.7087 2.2585 -0.6383 0.3 0.0 0.1
O 0.8319 2.9037 -0.1011 -0.2 -0.1 -0.2
O 1.7867 0.9451 -0.6725 -1.0 1.1 -0.9
H 7.2082 0.9976 0.7398 0.0 0.0 0.0
H 5.5631 1.5023 1.1801 0.0 0.0 0.0
H 6.5461 2.5402 0.1719 0.0 0.0 0.0
H 7.2533 -0.7272 -0.9016 0.0 0.0 0.0
H 4.4021 -0.8291 -4.0755 0.0 0.0 0.0
H 3.2735 1.1359 -3.1311 0.0 0.0 0.0
H 2.7220 2.9165 -2.3978 0.0 0.1 0.0
H 2.8184 4.0104 -0.9942 0.1 0.1 -0.1

2.
62
Properties=species:S:1:pos:R:3:forces:R:3 method="wB97M-V/def2-TZVPD" lumo_energy_ev=2.039 smiles="Cc1ccc(S(=O)(=O)N2c3cc([N+](=O)[O-])ccc3C(=[N+]([O-])[O-])[C@H]2[C@H](C(=O)c2ccccc2)c2ccccc2)cc1" orbital_gap_ha=0.20944 e_homo_ha=-0.135 total_charge=-1
C -5.5911 -2.1312 -1.2284 -0.6 -0.1 -0.3
C -4.4926 -1.5175 -0.3984 -0.4 0.0 -0.5
C -4.4188 -1.8555 0.9499 0.7 0.5 0.2
C -3.3816 -1.3475 1.7259 -0.2 0.2 -0.1
C -2.4267 -0.5069 1.1518 -0.2 0.2 0.0
S -1.0758 0.0926 2.1942 2.1 2.6 -3.0
O -0.9484 1.5631 2.2246 -0.9 -2.0 0.3
O -1.1359 -0.6796 3.3747 -0.2 -0.3 1.4
N 0.2672 -0.3363 1.2137 -2.1 1.0 1.2
C 0.3931 -1.7244 1.0541 1.3 -1.6 -0.8
C -0.4752 -2.7740 1.3319 0.0 0.3 -0.2
C -0.0789 -4.1013 1.0363 1.5 -0.1 -0.8
N -0.7221 -5.3103 1.4773 0.8 -0.8 -0.3
O 0.0104 -6.3307 1.2918 -2.5 0.7 1.0
O -1.8460 -5.3358 2.0087 1.4 0.2 -0.7
C 1.1826 -4.3494 0.3891 -0.3 0.7 0.5
C 2.1012 -3.3067 0.2602 -0.1 -0.1 -0.5
C 1.7327 -1.9561 0.5833 -0.1 -0.7 0.4
C 2.4557 -0.7444 0.7051 0.7 -0.6 -0.1
N 3.8532 -0.7353 0.6823 -0.4 0.3 0.8
O 4.4469 -1.6157 0.0094 -0.2 1.0 0.8
O 4.4453 0.1188 1.4180 -0.4 -1.0 -1.3
C 1.5855 0.4239 1.1241 0.6 -0.3 2.1
C -2.5036 -0.1726 -0.1964 -0.5 0.2 0.2
C -3.5764 -0.6261 -0.9730 0.4 -0.3 1.1
H -5.5265 -1.8222 -2.2862 0.0 -0.2 0.4
H -5.5689 -3.2383 -1.1842 0.1 0.6 0.0
H -6.5923 -1.8329 -0.8578 0.5 -0.1 -0.1
H -5.1640 -2.4947 1.4141 0.1 0.0 -0.2
H -3.2921 -1.6249 2.7637 0.0 0.0 0.2
H -1.4552 -2.5684 1.7356 0.3 -0.5 0.2
H 1.3865 -5.3921 0.0493 0.1 1.4 0.5
H 3.1061 -3.5397 -0.1127 -0.6 0.4 0.1
H 1.8629 0.9211 2.1248 -0.3 -1.2 -0.9
H -1.7562 0.4773 -0.6100 0.1 0.0 -0.2
H -3.6881 -0.2748 -1.9918 0.1 -0.2 0.0
C 5.4546 3.4632 0.5036 -1.0 0.7 -0.8
C 5.2285 2.6542 -0.6261 0.2 -0.3 0.5
C 3.9716 2.0683 -0.8085 -0.4 0.2 0.1
C 2.9279 2.3658 0.0832 -0.5 -0.1 0.8
C 1.5604 1.6687 0.2064 0.8 -0.9 -1.5
C 1.0489 1.2060 -1.1301 0.8 -0.6 1.3
C -0.1670 1.8592 -1.6184 -0.5 1.4 -0.9
C -0.4454 1.6129 -2.9518 0.4 -0.9 0.2
C -1.6226 1.9932 -3.5129 -0.9 1.1 -0.7
C -2.4663 2.8628 -2.8167 -0.3 -0.4 0.7
C -2.1530 3.2698 -1.5096 0.5 0.1 -0.7
C -0.9740 2.7967 -0.9326 0.0 -0.2 -0.1
O 1.5854 0.2546 -1.6780 -0.6 1.0 -0.5
C 3.0876 3.3292 1.0867 0.8 -0.3 -0.4
C 4.3464 3.8918 1.2673 0.5 0.0 0.5
H 6.4408 3.8960 0.6717 -0.3 -0.1 0.1
H 6.0647 2.4042 -1.3154 -0.7 0.2 0.6
H 3.7995 1.3491 -1.6116 0.1 0.2 0.3
H 0.9137 2.3869 0.6583 -0.5 0.3 0.2
H 0.2965 1.0701 -3.5188 -0.1 -0.3 0.0
H -1.8396 1.6945 -4.5368 -0.1 0.2 0.2
H -3.4031 3.1834 -3.2491 0.0 0.1 -0.2
H -2.7680 4.0133 -0.9868 0.2 -0.5 -0.2
H -0.7112 3.1899 0.0408 0.0 -0.4 0.1
H 2.2449 3.5256 1.7625 0.5 0.2 -0.3
H 4.4655 4.6392 2.0675 0.2 -0.5 -0.4

3.
18
Properties=species:S:1:pos:R:3:forces:R:3 method="wB97M-V/def2-TZVPD" lumo_energy_ev=0.555 smiles="NC(=O)O.NCCO" orbital_gap_ha=0.37191 e_homo_ha=-0.352
N 3.2667 -0.3762 -0.4905 0.5 0.2 0.5
C 1.8630 -0.4870 -0.5023 -0.4 0.4 -1.1
O 1.3273 -0.9518 0.5821 -0.7 0.0 0.7
O 1.2316 -0.1313 -1.4922 -0.1 -0.2 0.4
H 3.6281 -0.2660 0.4490 -0.2 -0.2 0.1
H 3.7304 -1.1797 -0.8882 -0.1 0.1 -0.4
C -1.2528 1.4024 0.3339 -0.1 0.7 1.0
O -1.0376 2.2558 -0.7694 0.6 -0.9 -0.3
C -1.7954 0.0374 -0.0422 -0.5 -0.7 -0.4
N -1.1907 -1.0884 0.7157 0.0 0.3 -0.3
H -1.9451 1.9561 0.9759 -0.1 -0.2 0.0
H -0.3486 1.2892 0.9461 0.1 -0.1 -0.2
H -0.3328 1.7959 -1.2627 -0.2 0.5 -0.2
H -2.8836 -0.0071 0.0541 0.0 0.1 -0.1
H -1.5509 -0.1468 -1.0887 0.0 0.1 0.0
H -1.5748 -1.1790 1.6462 0.1 0.0 0.1
H 0.1890 -0.9541 0.6031 1.2 0.0 0.1
H -1.3239 -1.9694 0.2301 -0.3 0.1 0.0

4.
45
Properties=species:S:1:pos:R:3:forces:R:3 method="wB97M-V/def2-TZVPD" lumo_energy_ev=2.522 orbital_gap_ha=0.26024 e_homo_ha=-0.168 total_charge=-1
Au 0.2374 0.1634 -0.1221 0.0 -0.1 0.1
C -5.8953 -0.3100 4.9645 0.0 0.0 -0.1
C -5.8544 -0.8410 3.5226 0.0 0.0 0.0
C -7.1388 -0.4157 2.7940 0.1 0.0 0.1
C -5.8212 -2.3684 3.5788 0.0 0.1 0.0
C -4.6358 -0.2694 2.8016 -0.1 0.0 0.1
C -3.6278 -1.0573 2.2781 0.1 -0.1 -0.1
C -2.5563 -0.4540 1.6539 0.3 -0.1 -0.2
Br -1.1728 -1.6366 0.9460 -0.5 0.0 0.3
C -2.3489 0.9393 1.4893 -0.1 0.0 0.1
O -1.3129 1.4340 0.9311 -0.2 0.1 0.1
C -3.4265 1.7397 2.0217 0.1 0.0 -0.1
C -4.4900 1.1131 2.6462 0.0 -0.1 0.0
C -3.4848 3.2831 1.9546 -0.1 0.0 0.1
C -4.7873 3.6909 1.2446 0.0 0.0 0.0
C -3.5104 3.8323 3.3916 0.0 0.0 0.0
C -2.3396 3.9937 1.2217 0.0 -0.2 0.0
H -6.7603 -0.7147 5.4987 0.0 0.0 0.0
H -5.9653 0.7782 4.9785 0.0 0.0 0.0
H -4.9881 -0.5966 5.4993 0.0 0.0 0.0
H -8.0198 -0.8230 3.2993 0.0 0.0 0.0
H -7.1278 -0.7768 1.7641 0.0 0.0 0.0
H -7.2333 0.6705 2.7697 0.0 0.0 0.0
H -6.7058 -2.7367 4.1032 0.0 0.0 0.0
H -4.9377 -2.7226 4.1137 0.0 0.0 0.0
H -5.8175 -2.7994 2.5756 0.0 0.0 0.0
H -3.6511 -2.1372 2.3390 0.0 0.0 0.0
H -5.2777 1.7435 3.0443 0.0 0.0 0.0
H -5.6727 3.3211 1.7654 0.0 0.0 0.0
H -4.7992 3.2959 0.2271 0.0 0.0 0.0
H -4.8544 4.7810 1.1897 0.0 0.0 0.0
H -4.3701 3.4622 3.9541 0.0 0.0 0.0
H -3.5565 4.9249 3.3738 0.0 0.0 0.0
H -2.6025 3.5361 3.9203 0.0 0.0 0.0
H -2.2536 3.6736 0.1863 0.0 0.0 0.0
H -1.3784 3.8098 1.6931 0.1 0.0 0.0
H -2.5376 5.0710 1.2389 0.0 0.0 0.0
F 2.7346 2.7648 -3.4646 0.1 0.1 0.1
C 2.9631 3.0748 -2.1775 -0.2 -0.1 0.1
F 3.0015 4.4142 -2.0764 0.0 -0.2 -0.1
F 4.1797 2.6071 -1.8562 -0.1 0.1 0.0
S 1.6280 2.3955 -1.0740 0.9 0.8 -0.6
O 0.4263 2.8700 -1.6950 -0.1 0.0 0.0
O 1.9791 2.8967 0.2224 0.0 -0.1 0.1
O 1.8873 0.9404 -1.2647 -0.1 -0.1 0.0